# 1
C41H51EuN7O4PS2Te as an isolated structure in a non-equilibrium geometry, computed with ωB97M-V/def2-TZVPD.

The geometry in XYZ format:
```
108
Properties=species:S:1:pos:R:3:forces:R:3:lowdin_spin:R:1
H 1.660 -5.328 0.929 -0.090 -0.024 -0.056 0.000
H 4.374 -6.110 2.005 -0.036 -0.164 0.048 0.000
N -0.057 -0.443 1.610 -0.029 -0.319 0.187 -0.001
H -3.168 -3.901 4.857 -0.001 -0.104 0.056 0.000
C 3.402 2.644 0.817 -0.932 -0.632 0.448 0.040
H 0.633 4.842 -3.046 0.067 0.015 -0.018 0.000
H 1.605 -4.398 -3.186 0.084 -0.025 -0.188 0.000
C -0.291 4.814 -1.100 0.380 0.394 0.135 0.001
H 4.810 3.208 -2.626 -0.063 -0.086 -0.012 0.001
H 7.861 -4.864 1.446 0.098 0.009 -0.028 0.000
O -2.714 3.836 -2.379 0.288 0.036 -0.033 0.002
H -5.485 2.872 1.682 -0.151 -0.050 0.024 0.000
C -1.746 3.552 -5.453 0.128 -0.136 0.223 0.000
Te 1.883 -1.418 1.002 0.625 -0.509 0.426 0.057
C 2.021 -4.937 1.881 -0.061 -0.074 -0.005 0.000
C -4.451 3.095 1.893 0.024 0.255 0.199 0.041
O 0.868 -2.132 2.685 0.006 -0.318 0.168 0.023
H 3.895 3.067 1.681 -0.074 -0.015 0.212 0.001
H -1.917 0.599 3.244 -0.106 -0.092 -0.020 0.001
H -4.247 2.753 -1.502 -0.040 0.027 -0.076 0.003
C -2.365 -1.217 -1.539 -0.702 0.703 0.548 0.070
C -3.394 -0.578 4.275 -0.036 0.056 0.006 0.001
C 3.380 2.396 -1.449 -1.422 -1.080 0.921 0.065
H 3.083 -1.569 -1.217 0.195 0.040 -0.360 0.002
C -0.028 -4.826 -1.878 0.078 -0.025 0.054 0.000
O -0.682 2.863 -3.370 0.082 -0.001 0.088 0.002
C 2.231 1.594 -1.349 1.391 0.627 -1.364 0.193
N -2.861 0.401 -0.018 -0.069 0.180 -0.005 0.204
C -3.810 1.146 0.533 -0.123 0.165 0.241 0.146
C -1.345 -1.462 3.389 -0.356 -0.149 0.332 0.001
C -1.807 3.590 2.296 0.107 0.285 0.272 0.021
C -0.208 -3.439 0.065 0.021 0.021 0.078 0.002
H -5.093 -2.272 -1.626 -0.111 -0.011 0.092 0.001
C -1.141 2.413 -4.648 -0.107 -0.005 -0.207 0.000
C -2.734 4.400 2.912 0.454 -0.029 -0.106 0.093
H -5.749 4.729 -1.287 -0.149 -0.007 0.060 0.000
H 1.103 6.168 -1.972 0.037 0.144 0.027 0.000
C 4.487 -5.053 1.810 0.004 0.180 -0.076 0.000
H 5.971 -0.583 1.365 0.061 0.051 -0.002 0.000
H -4.186 5.035 -0.511 -0.009 0.072 0.150 0.000
C 4.753 -2.345 1.336 -0.266 0.170 0.018 0.002
H -0.260 2.011 -5.154 -0.146 -0.078 0.058 0.000
C 0.957 -2.788 -0.307 -0.084 -0.176 -0.063 0.006
H -2.570 4.005 -4.909 -0.079 0.041 0.000 0.000
C -0.695 -4.469 -0.718 0.090 0.021 0.161 0.001
H 4.791 -0.610 0.062 -0.046 0.190 -0.006 0.000
C 2.782 -2.300 -1.975 0.042 -0.028 0.061 0.002
C 5.759 -4.521 1.669 -0.101 0.209 -0.089 0.001
S -2.836 -2.693 -2.334 -0.454 -0.322 -0.309 0.029
C -4.109 3.638 -2.132 -0.354 -0.063 0.119 0.005
H -4.849 4.771 3.150 -0.126 0.087 0.016 0.002
N 3.942 2.702 -2.637 0.417 0.341 -0.887 0.007
H 7.124 -5.677 2.826 0.076 -0.065 0.068 0.000
H -4.774 -4.000 -1.939 0.000 -0.106 -0.054 0.000
H -4.588 3.465 -3.099 -0.017 -0.050 0.062 0.000
H -0.742 3.766 2.443 -0.104 0.038 -0.027 0.000
H 1.288 -4.243 2.275 -0.107 -0.092 0.009 0.000
H -0.066 5.137 -0.078 -0.114 -0.081 -0.175 0.000
P -1.626 2.672 -2.074 -0.029 1.253 -0.589 0.004
C 1.104 -4.136 -2.268 -0.049 0.031 0.132 0.000
H -0.408 -5.627 -2.490 -0.039 -0.118 -0.101 0.000
C -0.156 -1.293 2.552 0.309 0.124 -0.252 0.003
C -2.205 -0.385 3.600 0.234 0.037 -0.034 0.002
H -1.016 -3.554 3.693 0.113 -0.104 -0.025 0.000
H 3.634 -2.937 -2.205 0.104 0.006 0.032 0.000
H 2.121 -5.772 2.570 -0.027 -0.112 0.062 0.000
C 0.881 5.104 -2.022 -0.150 -0.277 0.170 0.002
H -0.998 4.317 -5.644 0.062 0.101 -0.023 0.000
H 6.855 -6.298 1.203 0.035 -0.092 -0.044 0.000
H 1.768 1.142 -2.222 0.050 0.128 -0.063 0.009
C -4.098 4.149 2.689 -0.187 -0.368 -0.232 0.061
N 3.963 2.916 -0.357 1.002 0.689 -0.776 0.191
C 1.613 -3.098 -1.495 -0.079 0.019 0.261 0.000
H -4.055 0.259 4.447 -0.051 0.066 0.002 0.000
H -2.110 3.175 -6.404 -0.039 -0.041 -0.138 0.000
H -4.678 -1.995 5.237 -0.138 -0.020 0.056 0.000
H -2.420 5.221 3.532 0.140 0.076 0.085 0.006
Eu -0.703 1.089 0.103 1.208 1.093 0.639 4.102
C -2.889 -2.916 4.515 -0.106 -0.030 0.022 0.000
C 3.346 -4.267 1.702 -0.115 0.042 0.035 0.002
H -1.587 -4.996 -0.421 -0.130 0.001 0.019 0.000
H -4.861 0.905 0.389 0.053 -0.076 -0.027 0.008
C 2.270 1.869 0.937 0.631 0.445 0.676 0.082
C -3.455 2.271 1.318 -0.133 -0.438 -0.295 0.104
C -3.743 -1.845 4.720 0.039 0.047 0.037 0.000
H 1.846 1.619 1.909 0.040 0.122 -0.024 0.010
C 5.871 -3.157 1.443 -0.005 -0.224 -0.003 0.001
H -4.195 -3.238 -0.428 -0.089 0.007 0.100 0.001
C 6.972 -5.387 1.787 0.025 -0.046 0.085 0.000
N -2.113 2.546 1.514 -0.437 -0.259 -0.127 0.128
H -1.867 1.606 -4.513 0.038 -0.116 -0.034 0.000
C -4.687 4.870 -1.461 0.295 -0.279 -0.161 0.000
H -0.737 -3.140 0.961 -0.018 -0.105 0.047 0.000
C -1.687 -2.726 3.860 0.123 0.124 -0.049 0.000
C -4.394 -3.090 -1.485 0.443 0.266 -0.275 0.004
N 1.671 1.321 -0.156 -0.942 -0.511 0.448 0.230
O -0.601 3.401 -0.993 -0.491 -0.090 -0.605 0.001
H 1.763 4.547 -1.715 0.083 -0.028 -0.001 0.002
N -3.234 -0.677 -0.740 -0.614 -1.084 -0.410 -0.013
H -4.548 5.741 -2.096 0.009 0.129 -0.037 0.000
C 4.954 -0.870 1.110 0.034 -0.003 0.080 0.006
H -1.178 5.341 -1.461 -0.009 -0.136 0.212 0.000
H 2.501 -1.761 -2.881 0.051 0.115 0.034 0.001
H 6.854 -2.720 1.346 0.135 0.114 0.002 0.000
C 3.466 -2.896 1.443 0.028 0.072 0.043 0.012
H 4.267 -0.285 1.727 0.257 0.142 -0.157 0.005
H 3.625 2.277 -3.489 0.060 0.025 0.108 -0.001
S -0.790 -0.626 -1.990 0.186 -0.159 -0.305 0.013
```
Forces are in eV/Å.

Output
LUMO level (alpha / beta): -0.037 / -0.072 eV
Spin multiplicity: 7
Highest occupied orbital energy (alpha / beta): -4.58 / -7.32 eV
Largest force on an atom: 2.0 eV/A
Orbital gap (alpha / beta): 4.540 / 7.249 eV
Calculated total energy: -119544.9379 eV

***

# 2
A 4-piece molecular cluster, C3H14N2O3 overall in a non-equilibrium geometry, computed with ωB97M-V/def2-TZVPD.

The geometry in XYZ format:
```
22
Properties=species:S:1:pos:R:3:forces:R:3:nbo_charge:R:1
H -0.994 -1.645 2.706 0.494 -1.173 -0.129 0.199
H 0.907 -1.321 -0.437 0.525 0.274 -0.528 0.375
C -0.322 0.113 2.114 -0.459 0.602 -1.061 -0.618
N -1.221 -1.707 0.698 -0.796 -0.714 0.024 -0.491
H 1.491 0.556 -1.835 -0.312 0.456 -0.071 0.470
H 1.413 3.288 0.537 0.084 0.025 -0.009 0.470
H 2.171 2.240 -0.291 -0.026 0.025 -0.045 0.484
H -2.824 1.759 -1.177 -0.063 -0.009 -0.014 0.467
O 1.581 2.344 0.466 0.013 0.004 -0.122 -0.953
H 0.606 -1.828 1.884 -0.034 -0.317 -0.261 0.171
H 0.437 -1.084 -2.072 -0.514 -0.080 -0.686 0.397
H -1.625 2.178 -0.342 0.105 0.003 0.068 0.470
H 0.000 0.713 1.261 0.735 -0.160 0.172 0.214
H 0.246 0.313 3.021 0.279 -0.002 -0.170 0.204
H -1.843 -1.914 -1.169 0.217 -0.021 -0.325 0.164
O -2.170 1.417 -0.560 0.006 0.013 -0.091 -0.934
H 2.837 -0.012 -1.729 0.602 -0.136 -0.048 0.467
O 2.384 0.714 -2.162 -0.279 -0.123 0.288 -0.935
C -0.400 -1.405 1.815 -0.428 1.720 1.384 -0.259
C -0.985 -1.708 -0.532 -0.324 0.735 -0.856 0.305
H -1.315 0.545 2.264 -0.214 -0.497 0.247 0.208
N 0.219 -1.425 -1.168 0.387 -0.626 2.233 -0.873
```
Forces are in eV/Å.

Output
LUMO level: 0.406 eV
ΔE to the lowest compared entry with this formula, charge and spin: 32.9 kcal/mol
Spin multiplicity: 1
Highest occupied orbital energy: -8.57 eV
Largest force on an atom: 2.4 eV/A
Orbital gap: 8.974 eV
Calculated total energy: -12459.7325 eV

***

# 3
C24H31BN13OSTi as an isolated structure, computed with ωB97M-V/def2-TZVPD.

The geometry in XYZ format:
```
72
Properties=species:S:1:pos:R:3:forces:R:3:lowdin_spin:R:1
H -0.867 3.762 1.578 0.005 -0.002 0.001 0.000
H 2.667 0.924 3.825 0.023 0.020 -0.050 0.000
C 0.593 -1.717 3.150 0.008 0.041 -0.022 0.002
H -0.963 3.443 -1.510 0.007 -0.021 0.023 0.000
N -5.112 -0.757 -0.366 0.007 0.005 -0.031 0.000
H 5.660 0.246 1.002 -0.007 -0.001 0.001 0.000
H -3.483 3.474 -2.506 -0.007 0.004 0.004 0.000
H -3.450 -2.897 -2.149 -0.010 0.013 -0.009 0.000
H -0.149 -3.256 -3.325 0.005 0.000 -0.002 0.000
N -3.967 -1.326 -0.820 0.067 -0.022 -0.126 0.000
B -2.603 -0.721 -0.522 0.000 0.014 -0.029 0.001
C 3.427 1.857 -3.199 -0.007 0.020 0.041 0.000
C -0.467 -2.896 -2.358 0.002 0.004 0.017 0.001
C -1.540 0.729 2.582 -0.088 -0.078 -0.059 0.001
H 5.657 1.911 0.540 0.006 -0.002 0.016 0.001
H 0.108 4.452 2.688 -0.001 -0.013 0.017 0.000
C 3.549 -0.314 -4.222 0.030 0.013 -0.001 0.000
O 1.088 -0.381 -1.542 -0.130 0.194 -0.167 -0.010
H 4.746 1.369 -4.817 0.002 -0.001 0.003 0.000
H 0.755 -2.670 2.640 0.005 -0.007 0.013 0.000
C 2.456 1.373 -2.339 -0.042 -0.022 -0.109 0.002
S 3.173 -0.625 0.545 -0.075 0.019 -0.034 0.010
H 3.984 -0.972 -4.963 -0.007 -0.004 -0.001 0.000
N -1.361 1.422 -1.062 0.049 0.051 0.042 0.006
N -0.035 3.613 2.139 0.005 0.027 -0.036 0.000
H 0.575 -1.902 4.226 0.007 0.003 -0.009 0.000
H 3.745 2.890 -3.133 -0.004 0.000 0.008 0.000
H 0.490 -4.235 -0.833 0.003 0.000 -0.005 0.000
N 5.153 1.100 0.858 -0.014 0.042 -0.033 0.001
C -3.351 -0.354 1.970 0.073 0.003 -0.021 0.001
C 3.984 1.005 -4.141 0.012 -0.028 -0.031 -0.001
H 0.679 2.454 -1.674 -0.032 -0.094 0.035 0.007
N -1.262 -1.848 -2.283 -0.006 0.033 -0.018 0.000
H -0.794 1.320 3.079 0.021 0.021 0.015 0.000
C -0.813 -2.581 -0.217 -0.053 0.089 -0.068 0.001
C 1.641 2.093 -1.338 0.207 0.064 0.149 0.026
C -4.242 -2.343 -1.675 0.007 0.021 0.112 0.000
C -0.145 -3.402 -1.081 0.041 -0.061 -0.025 0.001
N -2.439 -0.420 0.987 0.126 0.032 0.028 0.001
Ti 0.422 0.445 -0.010 -0.415 -0.537 -0.006 0.840
H -0.882 -2.586 0.857 -0.004 0.003 0.029 0.000
C -5.606 -2.452 -1.771 -0.043 -0.046 -0.009 0.000
N -2.462 0.658 -1.242 -0.091 -0.049 0.075 0.003
H 1.206 1.357 2.967 -0.048 0.010 0.025 0.000
H -0.379 -1.337 2.860 -0.008 -0.013 -0.001 0.000
H 3.149 -2.437 2.763 0.013 0.007 -0.009 0.000
C -3.431 1.370 -1.829 -0.036 0.010 -0.081 0.000
H -6.164 -3.162 -2.355 -0.005 0.005 -0.002 0.000
C -2.811 0.368 3.016 -0.076 -0.009 0.056 0.000
N 1.853 2.123 -0.057 0.111 0.161 -0.090 0.021
C 1.742 -0.762 2.795 0.021 -0.004 0.091 0.003
H -3.277 0.605 3.956 -0.004 0.001 -0.005 0.000
C 3.821 1.022 0.586 0.028 0.033 0.001 0.004
C 1.667 0.573 3.566 -0.063 -0.013 -0.001 0.002
H 2.238 -1.831 -3.417 -0.009 0.001 -0.011 0.000
N 1.699 -0.504 1.322 0.162 -0.057 0.056 0.055
H -4.386 0.921 -2.040 -0.007 0.007 0.014 0.000
N -1.311 0.238 1.365 0.111 0.190 0.068 -0.001
H 2.917 -1.661 4.336 -0.006 -0.004 0.001 0.000
C 2.018 0.040 -2.414 0.139 0.001 -0.054 0.000
N -1.463 -1.637 -0.961 -0.037 -0.005 0.118 0.004
H -7.118 -1.173 -0.710 -0.006 -0.003 -0.007 0.000
C -6.095 -1.436 -0.931 -0.017 -0.011 0.009 0.000
C 2.573 -0.804 -3.370 -0.024 -0.014 0.083 -0.001
H 0.749 3.527 1.500 -0.003 0.007 0.004 0.000
C 3.015 -1.477 3.264 -0.005 -0.035 0.020 0.000
C -2.965 2.652 -2.047 -0.050 -0.066 -0.020 0.000
H 3.910 -0.875 3.112 -0.003 -0.013 0.005 0.000
H -4.324 -0.791 1.832 0.013 0.014 0.014 0.000
N 3.175 2.106 0.367 -0.055 0.019 0.017 0.017
C -1.671 2.629 -1.541 0.153 0.049 -0.030 0.002
H 1.104 0.472 4.498 0.027 -0.013 0.000 0.000
```
Forces are in eV/Å.

Output
LUMO level (alpha / beta): -0.053 / -0.312 eV
ΔE to the lowest compared entry with this formula, charge and spin: 56.0 kcal/mol
Spin multiplicity: 2
Highest occupied orbital energy (alpha / beta): -7.56 / -8.27 eV
Largest force on an atom: 0.7 eV/A
Orbital gap (alpha / beta): 7.506 / 7.959 eV
Calculated total energy: -81439.8494 eV

***

# 4
One molecule with the formula C10H11FN2 in a non-equilibrium geometry, computed with ωB97M-V/def2-TZVPD.

The geometry in XYZ format:
```
24
Properties=species:S:1:pos:R:3:forces:R:3:nbo_charge:R:1
C 0.315 -0.728 0.084 -0.750 7.463 3.081 0.166
F -0.130 -0.228 -2.595 1.482 -0.402 0.944 -0.321
C -1.922 0.957 2.481 -0.158 -1.413 -0.316 -0.215
H -1.214 -3.133 -1.062 -0.382 0.310 -0.502 0.237
H 1.649 0.908 -3.494 -0.255 0.408 -1.979 0.226
C -0.167 -3.205 -0.776 -1.182 -1.723 -0.356 -0.694
H 1.189 1.807 0.377 -1.109 -0.185 -0.237 0.204
H -0.272 -4.047 -0.067 0.556 0.606 0.671 0.237
C 0.185 1.580 0.806 1.868 3.525 1.674 -0.189
C 2.018 0.605 -2.574 -2.321 -1.014 1.714 -0.447
H -1.973 2.839 3.216 0.375 1.008 0.064 0.212
H 0.361 -3.687 -1.592 0.270 0.515 -0.328 0.249
N 1.292 -0.619 -2.271 -1.049 -1.441 -0.240 0.120
C -0.314 2.563 1.692 -1.084 -1.737 -0.598 -0.203
H 0.053 3.565 1.634 0.356 0.358 0.207 0.212
H 1.606 1.282 -1.867 0.745 1.404 0.856 0.200
C -1.419 2.221 2.540 0.873 1.021 -0.863 -0.237
N 1.392 -1.019 -0.822 -2.599 0.053 -0.718 -0.221
C -1.359 0.001 1.694 -0.089 -1.268 -0.311 -0.183
H -1.579 -1.048 1.653 -1.003 -0.286 0.525 0.201
C 0.335 -1.936 -0.367 2.728 -5.644 -2.496 0.173
H -2.782 0.701 3.046 -0.588 -0.204 0.655 0.210
H 3.023 0.341 -2.583 1.840 0.097 0.287 0.224
C -0.285 0.280 0.847 1.476 -1.450 -1.735 -0.160
```
Forces are in eV/Å.

Output
LUMO level (alpha / beta): 0.928 / -2.052 eV
ΔE to the lowest compared entry with this formula, charge and spin: 0.0 kcal/mol
Spin multiplicity: 3
Highest occupied orbital energy (alpha / beta): -5.15 / -9.11 eV
Largest force on an atom: 8.1 eV/A
Orbital gap (alpha / beta): 6.081 / 7.061 eV
Calculated total energy: -16236.9756 eV

***

# 5
A 2-piece molecular cluster, C5H9NO overall in a non-equilibrium geometry, computed with ωB97M-V/def2-TZVPD.

The geometry in XYZ format:
```
16
Properties=species:S:1:pos:R:3:forces:R:3:nbo_charge:R:1
H 0.467 1.295 -0.044 0.131 -0.083 0.206 0.290
H -1.361 -1.124 -1.449 0.007 0.132 -0.129 0.158
H -1.811 -0.522 -3.069 0.094 0.077 0.165 0.169
H 0.153 0.294 3.325 -0.099 -0.091 -0.082 0.195
H -0.876 -1.210 2.946 0.150 0.147 -0.062 0.208
H -2.352 0.335 -1.613 0.062 -0.063 -0.049 0.185
O -0.403 0.642 -2.042 0.308 -0.082 -0.167 -0.731
H 1.316 1.463 1.519 -0.044 -0.146 -0.122 0.247
C -1.521 -0.219 -2.053 -0.455 -0.237 0.024 -0.248
C 2.216 0.194 0.108 0.727 -0.345 -0.463 0.297
N 3.147 -0.254 -0.414 -0.926 0.422 0.497 -0.341
C 1.012 0.753 0.741 -0.027 0.037 0.077 -0.563
C -0.218 -0.420 2.592 0.072 0.058 -0.196 -0.379
H 0.335 0.182 -2.460 -0.032 0.130 0.052 0.474
C 0.127 -0.332 1.313 -0.015 -0.116 0.135 -0.163
H -0.229 -1.075 0.600 0.047 0.161 0.116 0.202
```
Forces are in eV/Å.

Output
LUMO level: 0.822 eV
ΔE to the lowest compared entry with this formula, charge and spin: 50.3 kcal/mol
Spin multiplicity: 1
Highest occupied orbital energy: -10.37 eV
Largest force on an atom: 1.1 eV/A
Orbital gap: 11.188 eV
Calculated total energy: -8867.0308 eV